129
Properties=species:S:1:pos:R:3 method="wB97M-V/def2-TZVPD" gap_ev=7.9 homo_ha=-0.42703 charge=+1 lumo_energy_ev=-3.7
C -0.80932 -3.68147 4.35162
C -2.06937 -2.83672 4.44660
S -1.83305 -1.11961 3.93015
C -1.14717 -1.37174 2.26658
N -0.64352 -0.06732 1.83030
C 0.38080 0.48136 2.35200
C 0.59730 1.86328 1.85176
C 1.84676 2.05652 0.97318
C 3.03504 1.19612 1.43274
C 4.34620 1.93647 1.32334
F 4.24549 3.07964 2.13760
C -0.81094 2.19148 1.28224
P -0.67735 3.61201 0.07095
O -0.29071 4.87755 0.72432
N -1.68688 2.51152 2.42153
C -1.17156 3.62992 3.26781
C -3.06892 2.77079 2.03918
C -4.08245 1.78726 2.55303
O -3.37754 3.73543 1.39923
C -1.28022 0.78766 0.79920
C -0.89250 0.15603 -0.55891
F -1.58941 -1.02795 -0.60265
F 0.41526 -0.18214 -0.57389
C -1.26867 0.94842 -1.85608
F -1.81703 0.09019 -2.74182
F -0.12597 1.43822 -2.39771
H -0.57805 -3.94999 3.32528
H -0.92626 -4.60461 4.90792
H 0.03533 -3.13088 4.75813
H -2.34872 -2.73487 5.49111
H -2.91262 -3.29520 3.94153
H -0.31895 -2.06713 2.30988
H -1.89648 -1.73321 1.57747
H 0.95269 -0.00897 3.12078
H 0.81817 2.45201 2.73993
H 1.66444 1.83529 -0.07147
H 2.12098 3.10170 1.07460
H 3.08285 0.28243 0.84265
H 2.95142 0.90003 2.47807
H 5.12669 1.31325 1.73975
H 4.58747 2.23006 0.30606
H -1.93270 3.64792 -0.53695
H 0.19947 3.25464 -0.95926
H -0.22502 4.01577 2.92675
H -1.02406 3.25936 4.28016
H -1.86412 4.45910 3.33145
H -4.14479 0.91381 1.91143
H -5.04282 2.28658 2.58649
H -3.80491 1.47477 3.55428
H -2.34204 0.58326 0.88552
H -1.98263 1.75492 -1.67200
C 8.07878 0.97992 0.49131
O 6.88854 0.19199 0.54296
H 8.50382 1.00163 1.49202
H 8.79635 0.53246 -0.19464
H 7.86814 2.00420 0.17274
H 6.55733 0.14083 -0.36210
C 8.38858 -1.64365 -2.59194
O 7.69724 -0.44308 -2.24104
H 9.16259 -1.80270 -1.84639
H 7.70942 -2.49385 -2.57573
H 8.85510 -1.55359 -3.57581
H 7.01297 -0.29537 -2.89950
C 2.49198 -0.96834 -2.87129
O 3.62849 -0.10840 -2.75466
H 2.00902 -1.01591 -1.90005
H 1.78466 -0.57461 -3.60106
H 2.78394 -1.97443 -3.17248
H 4.04354 -0.07004 -3.62126
C 2.52233 5.81634 4.07882
O 1.71164 4.64803 3.91661
H 1.89819 6.67147 3.83790
H 2.87518 5.90944 5.10739
H 3.37675 5.79896 3.39970
H 2.26457 3.89063 4.13260
C -6.15056 -4.46513 2.69298
O -4.86772 -3.91682 3.02929
H -6.74154 -4.51720 3.59708
H -6.65809 -3.82683 1.96817
H -6.04167 -5.47022 2.28226
H -4.35553 -3.86946 2.21667
C -4.49956 3.71978 -2.66938
O -3.99313 3.21001 -1.43185
H -4.39264 2.93313 -3.41179
H -5.55503 3.98076 -2.58277
H -3.93655 4.59567 -2.99755
H -4.10154 3.89277 -0.75977
C 5.93275 6.30845 1.17724
O 5.03600 5.55425 0.37040
H 6.06666 7.27248 0.69413
H 5.52874 6.47256 2.18028
H 6.90721 5.82016 1.26062
H 4.90763 4.70190 0.79563
C -9.21833 -5.94921 5.04200
O -8.91703 -5.54976 3.70701
H -8.28470 -5.93376 5.59904
H -9.92146 -5.26098 5.51655
H -9.62763 -6.96119 5.07393
H -9.73582 -5.56129 3.20388
C -0.88000 -3.41283 -2.78340
O -0.48145 -3.96512 -1.53097
H -0.80829 -4.20151 -3.52692
H -1.91208 -3.05338 -2.74202
H -0.22148 -2.59024 -3.07711
H -0.54366 -3.26535 -0.87654
C 0.29602 -1.47436 -5.96132
O 1.35810 -2.35798 -5.58552
H 0.48771 -0.50937 -5.49812
H 0.25865 -1.34071 -7.04018
H -0.66688 -1.85446 -5.60407
H 1.18388 -3.20630 -6.00238
C -7.18948 -3.44609 -1.33613
O -6.00978 -3.04709 -0.63972
H -7.55110 -4.35164 -0.85677
H -7.96677 -2.68116 -1.27504
H -6.97885 -3.66443 -2.38520
H -5.67728 -2.24766 -1.05596
C 4.95965 -2.36212 -0.82307
O 6.31295 -2.63816 -0.49086
H 4.69023 -2.98933 -1.67024
H 4.29422 -2.60278 0.01485
H 4.82742 -1.31692 -1.10415
H 6.55684 -2.06225 0.24357
C -1.75558 -0.64888 -9.27582
O -0.64273 0.05837 -8.73506
H -1.88967 -1.54461 -8.67361
H -2.67063 -0.05404 -9.22689
H -1.57589 -0.94739 -10.31080
H -0.51328 0.85281 -9.26053

***

69
Properties=species:S:1:pos:R:3 method="wB97M-V/def2-TZVPD" gap_ev="6.4 / 6.5" homo_ha="-0.22363 / -0.22727" lumo_energy_ev="0.4 / 0.3" spin_multiplicity=2
Tc 0.33236 -0.92372 -0.18749
C 1.63171 -3.29856 4.91924
Ge 0.81664 -1.54899 5.11704
C 2.17899 -0.28493 5.67215
C -0.60574 -1.60962 6.43120
C 0.05045 -1.08226 3.38737
Se 1.37580 -0.64054 2.05111
C 1.48919 1.25364 2.47651
H 2.25146 -3.53503 5.78715
H 2.26260 -3.31987 4.02703
H 0.86605 -4.07104 4.81854
H 2.64205 -0.65357 6.59054
H 1.76308 0.70502 5.87258
H 2.95802 -0.19854 4.91077
H -0.20333 -1.88870 7.40828
H -1.35625 -2.34910 6.14457
H -1.09296 -0.63679 6.52345
H -0.65892 -0.25563 3.41825
H -0.46629 -1.94912 2.97920
H 1.80861 1.37033 3.50870
H 0.52050 1.72107 2.31633
H 2.22416 1.68750 1.80285
C 0.86615 -2.68488 -0.41440
H 1.92953 -2.86460 -0.64195
H 0.24491 -3.57224 -0.53198
C -2.32760 -2.83871 -2.46463
C -2.10733 -1.77255 -3.54192
C -0.66548 -1.78927 -4.07287
C -2.53454 -0.38323 -3.09657
C -3.42610 0.31404 -3.91470
C -3.89085 1.57014 -3.56904
C -3.49639 2.11960 -2.35793
C -2.60464 1.46150 -1.51295
C -2.29768 2.11803 -0.17695
C -0.89518 2.73699 -0.12870
C -2.55634 1.20346 1.02211
C -2.06733 0.22656 -1.91753
N -1.02532 -0.37374 -1.18974
H -2.19319 -3.83550 -2.89682
H -3.34114 -2.77935 -2.05824
H -1.62521 -2.71839 -1.64356
H -2.76557 -2.02503 -4.37668
H 0.02610 -1.40997 -3.32206
H -0.57699 -1.17810 -4.97647
H -0.36109 -2.81028 -4.32440
H -3.76157 -0.15214 -4.83594
H -4.57347 2.10405 -4.21980
H -3.88435 3.08731 -2.05494
H -3.00741 2.94305 -0.09245
H -0.11255 1.98803 -0.27715
H -0.73190 3.22803 0.83606
H -0.78063 3.49436 -0.91181
H -1.87915 0.35018 1.03507
H -3.57729 0.81438 1.00052
H -2.42691 1.76571 1.95239
C 1.56643 1.92562 -3.40367
P 2.73436 1.31009 -2.20622
C 3.49158 2.75135 -1.46832
C 4.02424 0.51286 -3.15072
O 2.09916 0.40499 -1.20412
H 2.04772 2.60746 -4.10806
H 0.75650 2.44116 -2.88167
H 1.13761 1.07953 -3.94389
H 3.92259 3.41083 -2.22559
H 4.27526 2.42934 -0.78037
H 2.72856 3.29389 -0.90631
H 4.59986 1.23543 -3.73324
H 3.56933 -0.21501 -3.82458
H 4.68511 -0.01651 -2.46258

***

18
Properties=species:S:1:pos:R:3 method="wB97M-V/def2-TZVPD" gap_ev="7.7 / 7.7" homo_ha="-0.28199 / -0.28193" lumo_energy_ev="0.0 / 0.0"
C 0.56287 -0.83023 -0.63466
N 1.21886 0.20777 0.19735
N 0.83985 -2.22893 -0.45242
C -0.06091 1.35701 0.13648
C -0.85821 -0.41322 -0.27505
C -0.39078 2.13131 1.18653
C -1.86573 -0.26430 -1.20675
O 1.26972 -0.29149 1.50134
H 2.09256 0.07696 1.86641
H 0.77803 -0.56167 -1.67140
H 1.53421 -2.53690 -1.12603
H 1.25636 -2.40852 0.45436
H 0.07649 1.83448 -0.82933
H -1.09161 -0.75629 0.73695
H -0.53182 1.71888 2.17896
H -0.31323 3.20949 1.12270
H -1.70775 -0.42912 -2.26572
H -2.80890 0.18476 -0.91974

***

148
Properties=species:S:1:pos:R:3 method="wB97M-V/def2-TZVPD" gap_ev="5.8 / 6.1" homo_ha="-0.13090 / -0.14015" charge=-1 lumo_energy_ev="2.3 / 2.3" spin_multiplicity=2
Co 0.17308 1.27970 0.25307
S -0.39046 3.36415 1.80369
P 1.34048 2.59246 2.44282
C 1.84869 1.25070 1.48009
P 2.92321 1.31212 0.14675
S 1.94139 0.95750 -1.57664
C 3.95660 2.80714 -0.03513
C 5.34174 2.78532 0.10390
C 6.06515 3.97397 0.10854
C 5.40811 5.18852 -0.01039
C 4.02844 5.21247 -0.17789
C 3.30892 4.02845 -0.18717
C 4.14645 -0.04497 0.37234
C 4.48247 -0.90793 -0.66560
C 5.32337 -1.99363 -0.43504
C 5.83154 -2.22393 0.83519
C 5.48613 -1.37559 1.88069
C 4.64331 -0.29657 1.64909
C 1.05826 2.10799 4.20495
C -0.18993 2.28462 4.79151
C -0.36573 2.09933 6.15960
C 0.70946 1.75022 6.95964
C 1.95346 1.54463 6.37911
C 2.12357 1.71796 5.01279
C 2.54771 3.94595 2.75937
C 2.09871 5.25970 2.81395
C 2.95257 6.28208 3.21834
C 4.25921 5.99772 3.57963
C 4.72281 4.69166 3.49868
C 3.87377 3.67380 3.08507
H 5.85519 1.83747 0.20965
H 7.14445 3.94981 0.21352
H 5.96917 6.11472 0.03484
H 3.51038 6.15963 -0.27998
H 2.23187 4.04476 -0.31159
H 4.06240 -0.73265 -1.64862
H 5.57170 -2.66701 -1.24807
H 6.48521 -3.07036 1.01344
H 5.86245 -1.56560 2.87942
H 4.34170 0.35041 2.46697
H -1.02597 2.57051 4.16661
H -1.34928 2.22870 6.59819
H 0.57940 1.62596 8.02922
H 2.79678 1.24760 6.99314
H 3.09755 1.54395 4.57142
H 1.07418 5.46988 2.53022
H 2.58992 7.30369 3.26115
H 4.91819 6.79167 3.91332
H 5.74871 4.46235 3.76335
H 4.25316 2.66554 2.97857
C -0.69961 -1.41536 -2.94845
C -0.90261 -2.85324 -2.45977
As -0.80584 -3.98683 -4.07944
C -2.66399 -3.70304 -4.63349
C -2.91217 -3.12380 -5.87525
C -4.21556 -2.94328 -6.33019
C -5.28300 -3.35694 -5.54735
C -5.04740 -3.90726 -4.29250
C -3.74767 -4.07264 -3.83687
C -1.01183 -5.76731 -3.28916
C -1.88769 -6.72002 -3.80961
C -1.92776 -8.00623 -3.28438
C -1.08479 -8.35967 -2.23800
C -0.20465 -7.42053 -1.71781
C -0.15968 -6.13918 -2.25283
P -1.39981 0.01321 -1.93644
C -1.53079 1.22722 -3.32498
C -2.55074 2.18592 -3.34717
C -2.60423 3.15469 -4.33819
C -1.62078 3.20597 -5.32312
C -0.58101 2.29313 -5.28923
C -0.53599 1.31234 -4.29862
C -3.13723 -0.65430 -1.88505
C -3.43264 -1.48489 -0.80107
C -4.68962 -2.05310 -0.63982
C -5.68499 -1.80393 -1.57355
C -5.39700 -1.02126 -2.68307
C -4.13671 -0.45767 -2.84325
H -1.15889 -1.30650 -3.93590
H 0.37260 -1.22657 -3.04880
H -1.87390 -2.99891 -1.99388
H -0.13924 -3.14362 -1.73873
H -2.07603 -2.81406 -6.49211
H -4.39414 -2.49248 -7.29947
H -6.29847 -3.24524 -5.91078
H -5.87857 -4.20930 -3.66659
H -3.57166 -4.49849 -2.85546
H -2.55086 -6.45386 -4.62318
H -2.62074 -8.73236 -3.69317
H -1.11238 -9.36567 -1.83428
H 0.44851 -7.68361 -0.89387
H 0.53477 -5.41222 -1.85005
H -3.29816 2.18021 -2.56196
H -3.40978 3.88096 -4.33611
H -1.66301 3.96403 -6.09752
H 0.20933 2.34225 -6.02971
H 0.29523 0.61761 -4.27826
H -2.65851 -1.68131 -0.06981
H -4.88883 -2.67109 0.22887
H -6.67338 -2.23160 -1.44628
H -6.15826 -0.84673 -3.43627
H -3.93967 0.13517 -3.72609
C -5.11279 0.12077 2.63687
C -4.42270 0.99767 1.80827
C -3.07123 0.79720 1.55193
C -2.37270 -0.28135 2.10591
C -3.09164 -1.15563 2.93376
C -4.44349 -0.95686 3.20146
Si -0.51023 -0.45748 1.68050
C 0.34707 -0.94685 3.34610
C 1.68118 -1.37878 3.32912
C 2.32927 -1.81157 4.47693
C 1.65587 -1.83590 5.69423
C 0.34207 -1.39998 5.74391
C -0.29720 -0.95836 4.58653
C -0.09739 -2.16129 0.89122
C -0.83006 -3.33218 1.12745
C -0.31805 -4.58464 0.80473
C 0.95310 -4.69529 0.25209
C 1.67234 -3.54423 -0.05048
C 1.13850 -2.29519 0.25035
H -6.16689 0.27522 2.83933
H -4.93846 1.84002 1.35969
H -2.54281 1.48384 0.89830
H -2.58995 -2.01424 3.37077
H -4.97180 -1.64299 3.85474
H 2.22754 -1.37783 2.39620
H 3.36447 -2.13580 4.41842
H 2.15641 -2.18048 6.59278
H -0.19130 -1.39400 6.68960
H -1.31996 -0.60444 4.65755
H -1.81410 -3.26677 1.58778
H -0.90322 -5.47811 0.99807
H 1.37492 -5.67444 0.04856
H 2.65124 -3.61396 -0.51441
H 1.69206 -1.39902 -0.01228
O -0.89906 2.60646 -1.00954
N -0.73968 3.82391 -1.33292
C -1.58526 4.75725 -0.86787
C -1.39302 6.09044 -1.16485
C -0.32347 6.47824 -1.94953
C 0.50110 5.49076 -2.45838
C 0.27219 4.16584 -2.14683
H -2.37446 4.38084 -0.23467
H -2.08128 6.82439 -0.76911
H -0.12337 7.52403 -2.14366
H 1.34100 5.74236 -3.09245
H 0.86534 3.33339 -2.50381

***

99
Properties=species:S:1:pos:R:3 method="wB97M-V/def2-TZVPD" gap_ev="5.2 / 3.7" homo_ha="-0.40518 / -0.39653" charge=+1 lumo_energy_ev="-5.8 / -7.0"
O 1.16618 0.13788 -2.00486
O -0.08049 -3.45708 -2.56559
C 1.05511 1.06393 -3.09567
C 1.80654 2.37516 -2.94782
H -0.02386 1.25117 -3.20807
H 1.40592 0.54944 -4.00123
H 1.55844 2.89835 -2.01639
H 1.54179 3.02454 -3.78980
H 2.89707 2.25887 -2.99518
C 2.35994 0.18614 -1.19402
C 3.39071 -0.80910 -1.69400
H 2.03988 -0.04698 -0.16518
H 2.76667 1.20910 -1.17044
H 2.93084 -1.80067 -1.80332
H 4.22627 -0.90361 -0.98844
H 3.79829 -0.48998 -2.66129
C -0.10829 -4.61927 -1.71771
C 0.48237 -3.59745 -3.87361
C 1.08025 -4.69361 -0.78071
H -0.15801 -5.52715 -2.34316
H -1.03226 -4.56503 -1.11746
H 2.02585 -4.69761 -1.33335
H 0.99457 -5.62178 -0.20620
H 1.09588 -3.85638 -0.07280
C 1.85080 -4.24580 -3.87545
H 0.53312 -2.57132 -4.26925
H -0.20838 -4.17381 -4.51589
H 2.54614 -3.72182 -3.21107
H 2.24589 -4.19043 -4.89138
H 1.79327 -5.30016 -3.58364
H -0.75739 -1.32236 -2.19253
N 0.86063 2.91416 1.97171
C 0.50354 3.36554 3.15064
C -0.50724 2.79672 3.93105
C -1.02244 1.50873 3.75142
C 1.17890 4.53208 3.82483
H 1.59231 5.24368 3.10602
H 1.98165 4.17809 4.48729
H 0.42160 5.03966 4.42751
C -1.80416 0.98540 4.92310
H -1.53548 -0.05732 5.11415
H -2.88865 1.06026 4.77911
H -1.53392 1.58476 5.79803
N -0.80968 0.79463 2.67660
C 2.00699 3.34873 1.31295
C 1.90682 4.35822 0.31541
C 0.56768 4.95349 0.01802
C 3.06112 4.85550 -0.28399
H 2.96483 5.61453 -1.06203
C 4.31246 4.41380 0.14640
H 5.21908 4.83463 -0.28427
C 4.40465 3.45430 1.15131
H 5.37313 3.13587 1.51761
C 3.27612 2.89268 1.73532
C 3.42734 1.93319 2.87101
C -1.22283 -0.51103 2.47341
C -2.58725 -0.85880 2.26662
C -3.70442 0.12770 2.36838
C -2.91172 -2.18738 2.01512
H -3.96250 -2.42477 1.83065
C -1.92894 -3.17754 2.03868
H -2.21513 -4.22216 1.92312
C -0.59056 -2.83452 2.25235
H 0.18536 -3.60055 2.32249
C -0.21202 -1.51005 2.41745
C 1.22726 -1.15900 2.66430
Tl -1.17446 1.59042 -0.01869
H 0.33761 4.92553 -1.05588
H 0.52351 6.00655 0.33766
H -0.22275 4.42857 0.56659
H 2.64166 1.17210 2.92527
H 3.44876 2.45970 3.83505
H 4.38625 1.41282 2.76869
H -4.56397 -0.26533 1.80530
H -3.47277 1.13272 1.98269
H -4.03624 0.24792 3.41242
H 1.35837 -0.52762 3.55467
H 1.69289 -0.63840 1.81352
H 1.79845 -2.08074 2.84358
H -0.85289 3.37270 4.78197
C -1.76555 -1.42678 -1.71766
Si -3.17490 -2.17123 -2.73790
H -1.62684 -2.00042 -0.79123
H -2.14123 -0.43406 -1.43656
C -2.98346 -1.62191 -4.51922
C -4.87470 -1.66093 -2.06426
C -3.36641 -4.04081 -2.79899
H -4.11041 -4.30855 -3.56652
H -3.73956 -4.40162 -1.83253
H -2.43276 -4.56972 -3.02308
H -3.13353 -0.54291 -4.64236
H -3.71916 -2.13386 -5.15204
H -1.98683 -1.86016 -4.91076
H -4.89169 -0.62724 -1.69381
H -5.16921 -2.30934 -1.22512
H -5.66054 -1.74983 -2.83137
O -2.10979 5.23319 2.35158
C -2.44156 4.15529 1.92920
N -2.79388 3.10756 1.44349